# 1
Molecular formula: C4H13NO3
Method: DFT, ωB97M-V with the def2-TZVPD basis set

XYZ file:
```
21
C4H13NO3 | the OMol25 dataset | ωB97M-V with the def2-TZVPD basis set
C -1.097 -2.210 -1.538
C -0.101 -1.971 -0.675
C -0.130 -1.001 0.414
C 1.017 -0.852 1.124
N 1.169 0.163 2.080
H -1.338 -3.069 -2.148
H -1.873 -1.456 -1.525
H 0.748 -2.642 -0.696
H -0.858 -0.183 0.448
H 1.789 -1.628 1.074
H 1.439 -0.304 2.939
H 0.291 0.664 2.272
O 0.376 0.870 -2.273
H 0.148 -0.065 -2.362
H 0.136 1.273 -3.107
O -1.297 1.793 1.805
H -0.672 2.082 1.055
H -2.156 2.086 1.488
O 0.602 2.371 0.123
H 1.272 1.714 0.348
H 0.536 2.366 -0.846
```

Results
* spin multiplicity: 1
* M: 123.2 g/mol
* HOMO-LUMO gap: 8.6 eV
* energy above the lowest of the compared OMol25 structures with the same formula, charge and spin: 2.019 eV
* calculated total energy: -440.64100 a.u.

# 2
Molecular formula: C20H36FeGeNO5Si2
Method: DFT, ωB97M-V with the def2-TZVPD basis set

XYZ file:
```
66
C20H36FeGeNO5Si2 | the OMol25 dataset | ωB97M-V with the def2-TZVPD basis set
Fe -0.294 -0.488 0.232
O 2.240 -1.403 -1.685
C 1.488 -1.788 -2.813
C 0.468 -2.882 -2.534
N -0.592 -2.464 -1.635
C -1.057 -3.514 -0.737
C -0.451 -3.467 0.666
O -0.335 -4.523 1.290
O -0.124 -2.309 1.075
C -1.683 -1.828 -2.346
C -2.726 -1.249 -1.386
O -3.919 -1.348 -1.692
O -2.247 -0.684 -0.356
H 1.624 -1.089 -0.998
H 2.209 -2.177 -3.539
H 0.995 -0.917 -3.259
H 0.989 -3.740 -2.101
H 0.041 -3.207 -3.501
H -0.916 -4.519 -1.151
H -2.131 -3.386 -0.577
H -2.187 -2.513 -3.046
H -1.275 -0.988 -2.912
C 2.862 1.104 0.799
Si 1.694 -0.262 1.459
C 2.824 -1.788 1.496
C 1.443 0.216 3.294
C 2.380 0.109 4.325
C 2.072 0.519 5.615
C 0.814 1.046 5.894
C -0.126 1.155 4.879
C 0.173 0.741 3.579
Si -0.965 0.784 2.059
C -2.695 0.295 2.653
C -1.114 2.630 1.605
H 3.791 1.168 1.379
H 2.383 2.087 0.808
H 3.120 0.873 -0.238
H 3.753 -1.559 2.030
H 3.087 -2.085 0.478
H 2.328 -2.632 1.976
H 3.362 -0.309 4.121
H 2.806 0.422 6.410
H 0.570 1.362 6.904
H -1.111 1.556 5.107
H -3.123 1.089 3.276
H -2.662 -0.625 3.241
H -3.338 0.125 1.789
H -1.489 3.198 2.465
H -1.805 2.774 0.770
H -0.145 3.045 1.316
C -0.192 1.151 -4.499
Ge -0.656 1.834 -2.691
C -2.615 1.959 -2.610
C -0.079 3.736 -2.770
C 0.251 0.883 -1.304
H -0.572 1.814 -5.282
H -0.608 0.156 -4.664
H 0.894 1.084 -4.601
H -2.967 2.555 -3.458
H -2.920 2.460 -1.689
H -3.112 0.991 -2.628
H -0.529 4.249 -3.625
H 1.008 3.800 -2.854
H -0.378 4.254 -1.856
H 0.141 1.580 -0.450
H 1.327 0.937 -1.503
```

Results
* spin multiplicity: 2
* M: 555.1 g/mol
* HOMO-LUMO gap (spin up / spin down): 7.0 / 6.2 eV
* energy above the lowest of the compared OMol25 structures with the same formula, charge and spin: 0.535 eV
* total charge: -2
* calculated total energy: -5134.32952 a.u.

# 3
Molecular formula: C2H5FO
Method: DFT, ωB97M-V with the def2-TZVPD basis set

XYZ file:
```
9
C2H5FO | the OMol25 dataset | ωB97M-V with the def2-TZVPD basis set
C -0.971 -0.305 0.078
C 0.602 -0.092 -0.373
O 1.006 1.109 0.049
F 1.418 -1.047 0.135
H -0.943 -1.078 0.868
H -1.206 0.717 0.425
H -1.548 -0.492 -0.843
H 0.817 -0.082 -1.397
H 0.826 1.269 1.057
```

Results
* spin multiplicity: 1
* M: 64.1 g/mol
* HOMO-LUMO gap: 11.8 eV
* energy above the lowest of the compared OMol25 structures with the same formula, charge and spin: 0.208 eV
* calculated total energy: -254.28333 a.u.

# 4
Molecular formula: C19H40Cl22F2NO3PSi2
Method: DFT, ωB97M-V with the def2-TZVPD basis set

XYZ file:
```
90
C19H40Cl22F2NO3PSi2 | the OMol25 dataset | ωB97M-V with the def2-TZVPD basis set
C -1.836 -1.066 -3.212
C -1.174 -1.377 -2.223
Si 0.012 -1.871 -0.935
F -0.772 -1.716 0.456
O 1.328 -0.874 -1.059
Si 1.448 0.452 -0.047
O 1.420 0.085 1.557
C 2.239 -1.034 1.952
C 1.425 -1.927 2.886
C 1.914 -1.889 4.337
C 0.841 -2.521 5.237
C 0.169 1.789 -0.368
C 0.361 2.495 -1.703
F -1.156 1.380 -0.215
P 0.463 -4.053 -1.207
N 2.158 -4.298 -1.386
O 0.161 -4.784 0.247
H -2.476 -0.816 -4.014
H 2.762 1.057 -0.323
H 2.617 -1.587 1.091
H 3.097 -0.628 2.484
H 0.412 -1.542 2.891
H 1.371 -2.958 2.533
H 1.955 -0.840 4.624
H 2.863 -2.400 4.448
H -0.136 -2.220 4.868
H 0.870 -3.605 5.173
H 0.920 -2.153 6.253
H 0.339 2.555 0.393
H 1.233 3.133 -1.589
H -0.485 3.156 -1.851
H 0.499 1.807 -2.529
H 2.586 -3.649 -2.033
H 2.617 -4.276 -0.482
H -0.349 -4.194 0.812
C 0.527 0.027 8.757
Cl 1.075 -1.653 8.688
Cl -0.188 0.543 7.224
H -0.220 0.122 9.532
H 1.376 0.663 8.976
C -1.943 -1.183 -7.737
Cl -3.308 -0.953 -6.630
Cl -0.413 -1.504 -6.909
H -2.169 -2.027 -8.378
H -1.834 -0.278 -8.328
C -3.061 -4.585 -5.502
Cl -2.659 -3.188 -4.494
Cl -4.810 -4.824 -5.641
H -2.655 -4.426 -6.496
H -2.624 -5.471 -5.057
C 5.174 2.530 -3.551
Cl 5.124 3.398 -2.010
Cl 5.564 0.821 -3.333
H 4.203 2.607 -4.023
H 5.934 2.982 -4.177
C 4.465 -0.068 -7.384
Cl 4.951 1.344 -6.439
Cl 2.726 -0.365 -7.294
H 4.729 0.104 -8.420
H 4.990 -0.936 -7.002
C -1.210 4.331 6.624
Cl -2.610 4.559 7.683
Cl 0.281 4.115 7.542
H -1.374 3.447 6.018
H -1.107 5.205 5.994
C -4.638 1.446 -9.316
Cl -2.873 1.585 -9.289
Cl -5.216 0.727 -10.820
H -4.946 0.818 -8.488
H -5.064 2.437 -9.217
C -2.516 2.632 11.048
Cl -1.131 1.567 11.335
Cl -2.820 3.696 12.425
H -2.309 3.241 10.176
H -3.394 2.022 10.879
C -3.249 4.039 16.206
Cl -2.887 5.521 17.099
Cl -4.989 3.732 16.125
H -2.865 4.138 15.198
H -2.773 3.206 16.707
C 5.389 -5.341 -1.772
Cl 5.279 -3.991 -0.632
Cl 6.475 -4.974 -3.117
H 5.766 -6.208 -1.244
H 4.398 -5.540 -2.164
C -4.915 4.100 -13.321
Cl -6.237 4.302 -12.164
Cl -3.378 3.781 -12.510
H -5.145 3.264 -13.969
H -4.819 5.010 -13.900
```

Results
* spin multiplicity: 1
* M: 1235.6 g/mol
* HOMO-LUMO gap: 8.2 eV
* calculated total energy: -12272.82067 a.u.

# 5
Molecular formula: C9H16IMnN5O8P2
Method: DFT, ωB97M-V with the def2-TZVPD basis set

XYZ file:
```
42
C9H16IMnN5O8P2 | the OMol25 dataset | ωB97M-V with the def2-TZVPD basis set
Mn -0.044 -0.107 0.296
C -2.338 0.719 4.484
C -1.603 0.453 3.176
O -0.312 1.066 3.154
P -1.210 -1.311 2.958
O -0.596 -1.884 4.295
O -2.569 -2.067 2.871
O -0.266 -1.460 1.808
P -2.565 0.938 1.660
O -3.295 2.252 2.213
O -3.519 -0.150 1.288
O -1.524 1.329 0.630
H -1.718 0.406 5.323
H -3.283 0.175 4.520
H -2.559 1.782 4.575
H -0.420 2.024 3.131
H 0.369 -1.911 4.271
H -3.171 -1.550 2.251
H -3.770 2.754 1.540
C -0.448 2.168 -3.621
C -0.592 0.957 -2.728
O -0.005 1.196 -1.444
H -0.844 1.952 -4.614
H 0.600 2.450 -3.717
H -1.003 3.019 -3.219
H -0.058 0.102 -3.143
H -1.642 0.674 -2.609
H -0.446 1.961 -1.048
I -3.071 -4.317 -3.009
C -1.596 -3.184 -2.134
C -0.235 -3.383 -2.209
N 0.335 -2.401 -1.490
N -0.578 -1.582 -0.960
C -1.761 -2.042 -1.335
H 0.349 -4.134 -2.712
H 1.311 -2.214 -1.311
H -2.665 -1.550 -1.007
N 5.665 0.209 -2.150
C 5.015 0.144 -1.195
N 4.344 0.067 -0.055
C 3.077 -0.013 -0.034
N 1.914 -0.093 0.075
```

Results
* spin multiplicity: 2
* M: 566.0 g/mol
* HOMO-LUMO gap (spin up / spin down): 8.4 / 8.5 eV
* energy above the lowest of the compared OMol25 structures with the same formula, charge and spin: 0.000 eV
* calculated total energy: -3359.86590 a.u.

# 6
Molecular formula: C26H24Cl2CuO2P
Method: DFT, ωB97M-V with the def2-TZVPD basis set

XYZ file:
```
56
C26H24Cl2CuO2P | the OMol25 dataset | ωB97M-V with the def2-TZVPD basis set
Cu 1.684 0.280 -1.437
C -1.722 -2.354 1.787
C -0.993 -1.620 2.715
C -0.499 -0.372 2.373
C -0.737 0.172 1.109
C -1.455 -0.577 0.183
C -1.945 -1.832 0.522
P -0.007 1.835 0.786
C -1.207 2.847 1.765
C -0.721 4.017 2.346
C -1.552 4.842 3.096
C -2.882 4.497 3.280
C -3.377 3.328 2.714
C -2.546 2.509 1.965
C -0.540 2.126 -0.944
C -1.591 2.971 -1.305
C -1.950 3.117 -2.638
C -1.259 2.416 -3.613
C -0.202 1.587 -3.255
C 0.196 1.439 -1.928
H -2.101 -3.335 2.047
H -0.797 -2.031 3.698
H 0.088 0.194 3.088
H -1.616 -0.187 -0.814
H -2.494 -2.409 -0.213
H 0.323 4.273 2.204
H -1.157 5.747 3.543
H -3.533 5.135 3.867
H -4.415 3.055 2.859
H -2.933 1.594 1.532
H -2.130 3.520 -0.544
H -2.773 3.767 -2.911
H -1.543 2.514 -4.656
H 0.333 1.055 -4.036
C 2.290 -4.841 -0.673
C 0.928 -4.211 -1.001
C -0.062 -4.514 0.130
C 0.398 -4.792 -2.319
C 1.097 -2.755 -1.144
C 1.257 -1.556 -1.272
H 2.206 -5.931 -0.613
H 2.660 -4.463 0.281
H 3.019 -4.585 -1.443
H -0.148 -5.595 0.281
H -1.049 -4.113 -0.108
H 0.270 -4.052 1.060
H 0.255 -5.874 -2.234
H 1.102 -4.594 -3.129
H -0.556 -4.331 -2.579
Cl 6.390 0.813 -1.670
C 5.467 1.924 -0.625
Cl 5.461 3.562 -1.317
C 4.026 1.389 -0.408
O 3.735 1.117 0.746
O 3.330 1.312 -1.470
H 5.979 1.971 0.325
```

Results
* spin multiplicity: 2
* M: 533.9 g/mol
* HOMO-LUMO gap (spin up / spin down): 8.0 / 7.9 eV
* total charge: -1
* calculated total energy: -4057.86118 a.u.

Question: Which of these has the highest calculated total energy?
Answer: C2H5FO

What did the sixth record say?
Molecular formula: C26H24Cl2CuO2P
Method: DFT, ωB97M-V with the def2-TZVPD basis set

XYZ file:
```
56
C26H24Cl2CuO2P | the OMol25 dataset | ωB97M-V with the def2-TZVPD basis set
Cu 1.684 0.280 -1.437
C -1.722 -2.354 1.787
C -0.993 -1.620 2.715
C -0.499 -0.372 2.373
C -0.737 0.172 1.109
C -1.455 -0.577 0.183
C -1.945 -1.832 0.522
P -0.007 1.835 0.786
C -1.207 2.847 1.765
C -0.721 4.017 2.346
C -1.552 4.842 3.096
C -2.882 4.497 3.280
C -3.377 3.328 2.714
C -2.546 2.509 1.965
C -0.540 2.126 -0.944
C -1.591 2.971 -1.305
C -1.950 3.117 -2.638
C -1.259 2.416 -3.613
C -0.202 1.587 -3.255
C 0.196 1.439 -1.928
H -2.101 -3.335 2.047
H -0.797 -2.031 3.698
H 0.088 0.194 3.088
H -1.616 -0.187 -0.814
H -2.494 -2.409 -0.213
H 0.323 4.273 2.204
H -1.157 5.747 3.543
H -3.533 5.135 3.867
H -4.415 3.055 2.859
H -2.933 1.594 1.532
H -2.130 3.520 -0.544
H -2.773 3.767 -2.911
H -1.543 2.514 -4.656
H 0.333 1.055 -4.036
C 2.290 -4.841 -0.673
C 0.928 -4.211 -1.001
C -0.062 -4.514 0.130
C 0.398 -4.792 -2.319
C 1.097 -2.755 -1.144
C 1.257 -1.556 -1.272
H 2.206 -5.931 -0.613
H 2.660 -4.463 0.281
H 3.019 -4.585 -1.443
H -0.148 -5.595 0.281
H -1.049 -4.113 -0.108
H 0.270 -4.052 1.060
H 0.255 -5.874 -2.234
H 1.102 -4.594 -3.129
H -0.556 -4.331 -2.579
Cl 6.390 0.813 -1.670
C 5.467 1.924 -0.625
Cl 5.461 3.562 -1.317
C 4.026 1.389 -0.408
O 3.735 1.117 0.746
O 3.330 1.312 -1.470
H 5.979 1.971 0.325
```

Results
* spin multiplicity: 2
* M: 533.9 g/mol
* HOMO-LUMO gap (spin up / spin down): 8.0 / 7.9 eV
* total charge: -1
* calculated total energy: -4057.86118 a.u.